Record 1
# C7H17N

An isolated ion of composition C7H17N and charge -1 (ωB97M-V/def2-TZVPD, OMol25).

Values from the calculation:
Max |F| in Eh/bohr: 0.0130
Kohn-Sham gap (alpha / beta) in eV: 2.48 / 9.09
Electronic energy in eV: -9023.4035
LUMO (alpha / beta) in eV: 3.93 / 3.94
Relative energy (zero: lowest compared OMol25 entry of this formula, charge and spin) in eV: 0.0000
HOMO level (alpha / beta) in eV: 1.4 / -5.1

The geometry in ORCA input format:
```
! RIJCOSX wB97M-V def2-TZVPD def2/J DEFGRID3
* xyz -1 2
C 0.9181 -1.8828 -0.9350
N 0.0839 -1.0585 -0.0798
C 0.1856 0.3776 -0.2905
C 0.0360 1.1044 1.0551
C 0.5355 2.5568 0.9849
C -1.3940 1.0493 1.5726
C -0.7136 0.9099 -1.3934
C 0.7785 -3.3617 -0.5708
H 1.9571 -1.5761 -0.8250
H 0.6840 -1.7232 -1.9919
H -0.8720 -1.3914 -0.1566
H 1.2220 0.5785 -0.5967
H 0.7065 0.5780 1.7278
H -0.0508 3.1335 0.2740
H 0.4033 3.0239 1.9572
H 1.5734 2.6239 0.6436
H -2.0191 1.8373 1.1619
H -1.8732 0.0942 1.3236
H -1.4608 1.1387 2.6629
H -0.6396 1.9936 -1.4779
H -0.4785 0.4882 -2.3774
H -1.7693 0.6851 -1.2593
H 0.9679 -3.9985 -1.4399
H 1.4496 -3.6102 0.2412
H -0.2306 -3.5703 -0.2106
*
```

=====

Record 2
# C7H17N

C7H17N as an isolated structure at a distorted geometry (ωB97M-V/def2-TZVPD, OMol25).

Values from the calculation:
Max |F| in Eh/bohr: 0.0446
Kohn-Sham gap in eV: 6.73
Electronic energy in eV: -9019.9860
LUMO in eV: 0.71
Relative energy (zero: lowest compared OMol25 entry of this formula, charge and spin) in eV: 5.2390
HOMO level in eV: -6.0

The geometry in ORCA input format:
```
! RIJCOSX wB97M-V def2-TZVPD def2/J DEFGRID3
* xyz 0 1
C -1.0797 -0.7647 0.4607
C -0.7949 -2.0450 -0.3011
C -0.3920 -0.5453 1.6973
C -2.5108 -0.2789 0.3436
H -0.3317 0.3225 -0.2350
H -1.4442 -2.8621 0.0398
H 0.2394 -2.3629 -0.1691
H -0.9696 -1.9284 -1.3750
H -0.9129 0.0199 2.4676
H -3.2170 -1.0066 0.7618
H 0.2215 -1.3579 2.0862
H 0.6898 0.3082 1.4128
H -2.8023 -0.1275 -0.7011
H -2.6636 0.6613 0.8792
C 0.8198 1.2886 -1.9090
N 0.4614 1.2836 -0.4830
C 1.5372 1.0875 0.5136
C 2.6827 0.4010 0.1379
H -0.0754 2.1102 -0.2434
H 1.6653 1.9895 1.1084
H 1.6426 1.9789 -2.0967
H 1.1324 0.2880 -2.1940
H -0.0570 1.5760 -2.4887
H 2.6223 -0.4632 -0.5107
H 3.5365 0.4274 0.7980
*
```

=====

Record 3
# C7H17N

A single C7H17N molecule at a distorted geometry (ωB97M-V/def2-TZVPD, OMol25).

Values from the calculation:
Max |F| in Eh/bohr: 0.1177
Kohn-Sham gap in eV: 9.45
Electronic energy in eV: -9020.4888
LUMO in eV: 1.07
Relative energy (zero: lowest compared OMol25 entry of this formula, charge and spin) in eV: 4.7362
HOMO level in eV: -8.4

The geometry in ORCA input format:
```
! RIJCOSX wB97M-V def2-TZVPD def2/J DEFGRID3
* xyz 0 1
C 0.3251 -0.4655 -3.1187
C 1.2161 -1.3083 -2.2174
C 1.4577 -0.6399 -0.9256
C 1.0073 -1.1783 0.4786
C -0.4166 -0.5836 0.9131
N -0.1798 0.1964 2.1892
C -1.2774 0.9755 2.6681
C -1.7269 2.0024 1.4504
H -0.6150 -0.6207 -2.8066
H 0.0399 -0.7668 -4.1147
H 0.7860 0.5579 -3.2556
H 2.2343 -1.4625 -2.7513
H 0.8005 -2.3383 -2.0098
H 0.9281 0.3899 -0.9982
H 2.6434 -0.6102 -0.7618
H 1.5944 -0.6836 1.1894
H 0.8681 -2.2483 1.1251
H -0.4920 0.2427 0.0201
H -1.3454 -1.0983 0.8771
H 0.6803 0.8049 1.9594
H -2.0463 0.2459 2.8843
H -0.8962 1.6117 3.5519
H -1.6777 1.7754 0.4571
H -2.8686 2.2699 1.5388
H -1.0393 2.9320 1.6573
*
```

=====

Record 4
# C7H17N

A single C7H17N molecule at a distorted geometry (ωB97M-V/def2-TZVPD, OMol25).

Values from the calculation:
Max |F| in Eh/bohr: 0.0510
Kohn-Sham gap in eV: 9.17
Electronic energy in eV: -9023.5637
LUMO in eV: 1.11
Relative energy (zero: lowest compared OMol25 entry of this formula, charge and spin) in eV: 1.6613
HOMO level in eV: -8.1

The geometry in ORCA input format:
```
! RIJCOSX wB97M-V def2-TZVPD def2/J DEFGRID3
* xyz 0 1
C -2.2092 -2.0624 -2.5622
C -2.2400 -1.0068 -1.4456
C -1.1445 -1.0106 -0.4023
C -0.6312 0.3375 0.0927
N 0.3326 0.2085 1.2070
C 1.6892 0.6894 1.2802
C 2.1672 1.5797 0.1186
C 1.9496 1.4590 2.5916
H -1.5072 -2.9051 -2.5251
H -1.9759 -1.5937 -3.5229
H -3.1844 -2.6072 -2.6277
H -3.1704 -1.0500 -0.9118
H -2.4847 -0.0078 -1.8392
H -0.3178 -1.6176 -0.8548
H -1.4663 -1.6897 0.4303
H -1.4523 0.9500 0.4559
H -0.0889 0.8171 -0.7399
H 0.2433 -0.6272 1.7730
H 2.3214 -0.2029 1.1403
H 2.9417 2.3069 0.4184
H 1.3377 2.2190 -0.1779
H 2.6537 1.0060 -0.6756
H 1.4840 2.4220 2.6639
H 3.0385 1.6576 2.7259
H 1.7136 0.7283 3.3873
*
```

=====

Record 5
# C7H17N

C7H17N as an isolated structure at a distorted geometry (ωB97M-V/def2-TZVPD, OMol25).

Values from the calculation:
Max |F| in Eh/bohr: 0.1085
Kohn-Sham gap (alpha / beta) in eV: 8.54 / 6.68
Electronic energy in eV: -9010.3277
LUMO (alpha / beta) in eV: -5.72 / -7.60
Relative energy (zero: lowest compared OMol25 entry of this formula, charge and spin) in eV: 6.2904
HOMO level (alpha / beta) in eV: -14.3 / -14.3

The geometry in ORCA input format:
```
! RIJCOSX wB97M-V def2-TZVPD def2/J DEFGRID3
* xyz 1 2
C 0.0998 0.8651 0.3810
N 1.5496 0.7455 0.1738
C 2.0581 2.2275 -0.9073
C 2.5718 1.3553 -2.0727
C -0.1537 -0.1955 1.5896
C -3.0606 -1.4124 0.5910
C -1.6820 -1.8671 0.0446
C -0.4398 -1.6183 0.9963
H -0.6361 0.5905 -0.4605
H -0.2278 1.8998 0.9180
H 2.2550 1.7300 0.2272
H 0.9520 2.5889 -1.2129
H 2.5783 3.1707 -0.7117
H 3.5452 0.6662 -1.8649
H 1.8124 0.5513 -2.2825
H 2.8431 1.8475 -2.9716
H 0.8406 -0.2781 1.9749
H -1.1006 -0.1798 2.3719
H -3.0283 -0.4327 1.1509
H -3.2931 -2.2373 1.2632
H -3.8469 -1.3084 -0.2176
H -1.5817 -1.4410 -1.0140
H -1.9040 -2.8845 -0.1894
H 0.4193 -1.9714 0.4257
H -0.5705 -2.4118 1.7969
*
```

=====

Record 6
# C7H17N2O3SSi

C7H17N2O3SSi as an isolated structure at a distorted geometry (ωB97M-V/def2-TZVPD, OMol25).

Values from the calculation:
Max |F| in Eh/bohr: 0.0690
Kohn-Sham gap in eV: 7.61
Electronic energy in eV: -35362.9174
LUMO in eV: -4.06
Relative energy (zero: lowest compared OMol25 entry of this formula, charge and spin) in eV: 1.4747
HOMO level in eV: -11.7

The geometry in ORCA input format:
```
! RIJCOSX wB97M-V def2-TZVPD def2/J DEFGRID3
* xyz 1 1
C 2.0569 -0.8947 -1.0703
C 3.3827 -0.8888 -0.6015
C -1.7896 -3.0089 -1.1078
C -1.4820 2.0978 -1.7285
C -1.1120 0.4726 3.2456
C 1.6894 2.7250 0.6689
C -0.1616 -1.0833 -0.6077
N 1.1610 -1.4951 -0.3902
N -1.0296 -2.2348 -0.1057
O -1.7601 1.6338 -0.3898
O -1.2944 0.2207 1.8040
O 0.7246 1.7219 0.8794
Si -0.6777 1.0024 0.6022
S 4.5582 0.0269 -1.2131
H 1.8181 -0.3318 -1.9633
H 3.4043 -1.4300 0.3149
H -1.1447 -3.2609 -1.9459
H -2.2856 -4.0449 -0.7135
H -2.4635 -2.3809 -1.5740
H -1.1008 1.1483 -2.2243
H -0.6171 2.8838 -1.5677
H -2.3760 2.4921 -2.2214
H -0.4800 -0.4304 3.4994
H -2.0407 0.5716 3.8821
H -0.3445 1.2622 3.2836
H 1.8133 3.2320 1.6245
H 1.2023 3.3295 -0.1471
H 2.6485 2.3557 0.3321
H -0.3559 -0.9240 -1.6604
H -1.6761 -1.9174 0.7026
H -0.2675 -2.8504 0.3932
*
```

=====

Record 7
# C7H17N2O4P

A single C7H17N2O4P molecule (ωB97M-V/def2-TZVPD, OMol25).

Values from the calculation:
Max |F| in Eh/bohr: 0.0095
Kohn-Sham gap in eV: 9.80
Electronic energy in eV: -27994.9213
LUMO in eV: 0.49
Relative energy (zero: lowest compared OMol25 entry of this formula, charge and spin) in eV: 0.0000
HOMO level in eV: -9.3

The geometry in ORCA input format:
```
! RIJCOSX wB97M-V def2-TZVPD def2/J DEFGRID3
* xyz 0 1
C -1.4310 3.7528 1.1628
O -0.2050 3.6391 1.8527
C 0.1873 2.3053 2.1075
C 0.8438 1.6355 0.9065
C 0.8246 0.1131 1.0284
C 1.7616 -0.5899 0.0404
C 1.0347 -1.0199 -1.2308
N 0.1965 -2.1985 -0.9829
C 0.9335 -3.3969 -0.9109
O 2.0204 -3.5778 -1.3789
O 0.2825 -4.3640 -0.2204
P -1.3875 -2.4285 -1.6983
N -1.6091 -1.1397 -2.7762
O -2.2386 -1.7770 -0.4328
H -1.6817 2.8367 0.6220
H -2.2427 3.9740 1.8615
H -1.3553 4.5657 0.4423
H -0.6716 1.7129 2.4499
H 0.8960 2.3554 2.9336
H 0.3305 1.9570 -0.0031
H 1.8770 1.9801 0.8316
H -0.1957 -0.2436 0.8589
H 1.0863 -0.1600 2.0535
H 2.1889 -1.4766 0.5094
H 2.5826 0.0706 -0.2426
H 1.7464 -1.2297 -2.0287
H 0.3880 -0.2045 -1.5511
H -0.3371 -3.9423 0.3864
H -1.0373 -1.1582 -3.6112
H -1.6054 -0.2199 -2.3497
H -3.1826 -1.7711 -0.6301
*
```

=====

Record 8
# C7H17N2S

An isolated ion of composition C7H17N2S and charge +1 at a distorted geometry (ωB97M-V/def2-TZVPD, OMol25).

Values from the calculation:
Max |F| in Eh/bohr: 0.1195
Kohn-Sham gap in eV: 9.95
Electronic energy in eV: -21342.5731
LUMO in eV: -2.60
Relative energy (zero: lowest compared OMol25 entry of this formula, charge and spin) in eV: 1.6301
HOMO level in eV: -12.6

The geometry in ORCA input format:
```
! RIJCOSX wB97M-V def2-TZVPD def2/J DEFGRID3
* xyz 1 1
C -1.0704 -2.7779 -0.7648
S -1.4879 -1.0598 -0.3434
C 0.2152 -0.2779 -0.5284
C 0.9320 -0.3344 -1.8937
N 1.1140 -0.7610 0.4028
C 0.8544 -0.6919 1.8800
C 0.3409 0.7480 2.2412
C -0.6767 1.2014 1.1992
N -0.1264 1.2570 -0.1189
C -0.8466 2.0577 -1.1105
H -1.9162 -3.3237 -0.2528
H -0.1441 -3.1275 -0.6442
H -1.3388 -2.8249 -1.8255
H 0.1532 -0.4121 -2.6257
H 1.5256 -1.1710 -1.8809
H 1.5052 0.5751 -2.0788
H 2.0245 -0.9419 0.0689
H 1.7816 -0.7474 2.4933
H 0.3034 -1.5457 2.1408
H -0.1999 0.8695 3.1957
H 1.0689 1.4737 2.3266
H -1.5527 0.5545 1.1757
H -1.0908 2.1719 1.5578
H 0.8085 1.6667 -0.0319
H -1.2113 3.0877 -0.7104
H -0.2558 2.2654 -2.0008
H -1.7005 1.4928 -1.4833
*
```